(1)
This record from OMol25 describes C6H12O in the gas phase. The level of theory is wB97M-V/def2-TZVPD.

## Properties
- E_tot: -8463.2819 eV
- E_HOMO: -8.59 eV
- M: 100.161 g mol⁻¹
- SMILES string: CC/C=C/OCC
- Total charge: 0

Each line ends with the Löwdin charge.
Element x y z (Å)
1 C 0.816 -2.220 -2.120  -0.12
2 C -0.489 -1.590 -1.628  -0.27
3 C -0.245 -0.493 -0.632  -0.12
4 C -0.040 1.652 1.147  -0.29
5 C 0.058 2.579 2.338  -0.07
6 C -0.571 -0.582 0.658  -0.16
7 O -0.403 0.365 1.615  -0.09
8 H 0.631 -2.990 -2.877  0.07
9 H 1.472 -1.461 -2.562  0.07
10 H 1.356 -2.677 -1.284  0.07
11 H -1.038 -1.178 -2.486  0.10
12 H -1.136 -2.359 -1.187  0.10
13 H 0.258 0.393 -1.010  0.10
14 H -0.801 1.992 0.429  0.13
15 H 0.920 1.603 0.615  0.12
16 H 0.278 3.597 2.002  0.08
17 H 0.856 2.252 3.010  0.08
18 H -0.884 2.589 2.894  0.08
19 H -1.039 -1.470 1.079  0.13

=====

(2)
This record from OMol25 describes C6H12O in the gas phase. The level of theory is wB97M-V/def2-TZVPD.

## Properties
- E_tot: -8463.1188 eV
- E_HOMO: -9.32 eV
- M: 100.161 g mol⁻¹
- SMILES string: CC[C@@]1(C)C[C@H]1O
- Total charge: 0

Each line ends with the Löwdin charge.
Element x y z (Å)
1 C 2.055 0.332 -0.423  -0.10
2 C 1.037 -0.181 0.593  -0.21
3 C -0.398 -0.358 0.105  -0.43
4 C -0.562 -1.224 -1.130  -0.03
5 C -1.384 -0.272 1.267  -0.03
6 C -1.339 0.805 0.237  -0.33
7 O -0.903 2.096 0.538  0.00
8 H 1.764 1.313 -0.815  0.07
9 H 2.189 -0.352 -1.268  0.07
10 H 3.030 0.444 0.063  0.07
11 H 1.025 0.511 1.441  0.11
12 H 1.377 -1.150 0.986  0.12
13 H 0.071 -0.817 -1.930  0.08
14 H -0.266 -2.268 -0.978  0.08
15 H -1.591 -1.210 -1.507  0.08
16 H -0.908 -0.081 2.228  0.11
17 H -2.294 -0.862 1.347  0.11
18 H -2.198 0.774 -0.437  0.14
19 H -0.704 2.500 -0.318  0.10

=====

(3)
This record from OMol25 describes 2 unconnected molecules or ions with the total composition C6H12O. The level of theory is wB97M-V/def2-TZVPD.

## Properties
- E_tot: -8460.7213 eV
- E_HOMO: -8.11 eV
- M: 100.161 g mol⁻¹
- Total charge: 0

Each line ends with the Löwdin charge.
Element x y z (Å)
1 C -0.964 -0.810 1.862  -0.11
2 C -1.111 0.553 1.185  -0.27
3 C -1.230 0.469 -0.314  -0.21
4 C -0.713 1.343 -1.174  -0.06
5 C 1.511 -0.014 -1.677  -0.15
6 C 2.018 -0.344 -0.300  -0.13
7 O 1.001 -1.125 -2.184  -0.02
8 H -0.933 -0.704 2.952  0.07
9 H -0.050 -1.324 1.548  0.05
10 H -1.811 -1.461 1.615  0.07
11 H -0.268 1.205 1.448  0.10
12 H -2.010 1.045 1.583  0.11
13 H -1.800 -0.378 -0.700  0.11
14 H -0.120 2.195 -0.848  0.07
15 H -0.870 1.261 -2.246  0.06
16 H 3.113 -0.335 -0.385  0.08
17 H 1.699 -1.315 0.099  0.06
18 H 1.763 0.462 0.395  0.06
19 H 0.707 -0.917 -3.084  0.10

=====

(4)
This record from OMol25 describes C6H12O in the gas phase. The level of theory is wB97M-V/def2-TZVPD.

## Properties
- E_tot: -8462.8744 eV
- E_HOMO: -9.29 eV
- M: 100.161 g mol⁻¹
- SMILES string: CCO[C@H]1C[C@H]1C
- Total charge: 0

Each line ends with the Löwdin charge.
Element x y z (Å)
1 C -0.242 -2.098 -1.818  -0.08
2 C 0.342 -0.776 -1.342  -0.27
3 O 0.597 -0.800 0.056  -0.12
4 C -0.440 -0.269 0.820  -0.33
5 C -0.046 0.291 2.143  -0.06
6 C -0.474 1.223 1.034  -0.28
7 C 0.549 2.099 0.348  -0.07
8 H -1.161 -2.339 -1.271  0.07
9 H 0.475 -2.910 -1.657  0.08
10 H -0.482 -2.051 -2.887  0.08
11 H -0.330 0.059 -1.589  0.12
12 H 1.306 -0.587 -1.832  0.12
13 H -1.391 -0.801 0.743  0.15
14 H 1.016 0.253 2.371  0.12
15 H -0.704 0.139 2.994  0.10
16 H -1.463 1.665 1.141  0.13
17 H 0.204 2.403 -0.648  0.07
18 H 0.745 3.008 0.927  0.08
19 H 1.495 1.561 0.225  0.08

=====

(5)
This record from OMol25 describes C6H12O in the gas phase. The level of theory is wB97M-V/def2-TZVPD.

## Properties
- E_tot: -8463.2011 eV
- E_HOMO: -9.99 eV
- M: 100.161 g mol⁻¹
- SMILES string: CC(C)[C@H]1O[C@H]1C
- Total charge: 0

Each line ends with the Löwdin charge.
Element x y z (Å)
1 C -1.773 -0.954 -0.755  -0.07
2 C -0.814 0.099 -0.194  -0.39
3 C -1.554 1.057 0.744  -0.08
4 C 0.298 -0.561 0.595  -0.27
5 O 1.143 -1.521 -0.025  -0.01
6 C 1.745 -0.326 0.469  -0.30
7 C 2.445 0.519 -0.566  -0.04
8 H -2.576 -0.480 -1.332  0.08
9 H -1.246 -1.659 -1.405  0.08
10 H -2.241 -1.524 0.058  0.09
11 H -0.386 0.668 -1.031  0.13
12 H -1.986 0.500 1.586  0.08
13 H -2.377 1.564 0.229  0.08
14 H -0.886 1.821 1.158  0.08
15 H -0.040 -0.892 1.584  0.15
16 H 2.321 -0.467 1.387  0.14
17 H 1.948 0.437 -1.537  0.08
18 H 3.468 0.144 -0.685  0.08
19 H 2.510 1.574 -0.280  0.08

=====

(6)
This record from OMol25 describes C6H12O in the gas phase. The level of theory is wB97M-V/def2-TZVPD.

## Properties
- E_tot: -8460.3311 eV
- E_HOMO: -8.18 eV
- M: 100.161 g mol⁻¹
- Total charge: 0

Each line ends with the Löwdin charge.
Element x y z (Å)
1 C 1.743 1.061 0.128  -0.08
2 C 0.804 -0.142 0.116  -0.50
3 C 1.543 -1.407 -0.396  -0.07
4 C -0.256 -0.093 -0.923  0.03
5 C -1.516 -0.709 -0.448  -0.22
6 C -2.135 0.627 0.077  -0.25
7 O -1.835 0.842 1.449  -0.06
8 H 1.226 1.961 0.482  0.07
9 H 2.597 0.887 0.794  0.08
10 H 2.117 1.267 -0.880  0.08
11 H 0.446 -0.357 1.136  0.13
12 H 2.422 -1.578 0.232  0.09
13 H 1.877 -1.276 -1.431  0.08
14 H 0.910 -2.299 -0.346  0.08
15 H -1.716 1.427 -0.550  0.11
16 H -2.161 -1.077 -1.253  0.10
17 H -1.466 -1.438 0.375  0.12
18 H -3.220 0.618 -0.078  0.12
19 H -1.379 1.687 1.516  0.09